Molecular formula: C46H53BCoF4NO2PS2
Method: DFT, ωB97M-V/def2-TZVPD

Geometry as XYZ:
```
111
C46H53BCoF4NO2PS2 | the Open Molecules 2025 dataset | ωB97M-V/def2-TZVPD
Co -0.708 -0.994 0.097
C -5.592 5.563 -1.174
C -4.356 4.717 -1.120
C -4.267 3.533 -1.843
C -3.120 2.760 -1.804
C -2.047 3.180 -1.042
C -2.125 4.342 -0.290
C -3.274 5.108 -0.336
S -0.538 2.178 -0.895
O -1.099 0.796 -0.838
C 0.047 2.406 -2.589
C 0.168 3.745 -2.999
C 0.742 4.058 -4.195
C 1.298 3.040 -4.997
C 1.953 3.349 -6.207
C 2.522 2.368 -6.969
C 2.474 1.036 -6.536
C 1.841 0.706 -5.370
C 1.208 1.687 -4.573
C 0.520 1.366 -3.355
C 0.336 -0.086 -3.093
C -0.406 -0.826 -4.072
C -1.234 -0.184 -5.017
C -1.928 -0.906 -5.947
C -1.812 -2.302 -6.001
C -1.028 -2.957 -5.093
C -0.326 -2.243 -4.100
C 0.430 -2.909 -3.112
C 0.983 -2.202 -2.085
C 0.943 -0.792 -2.079
S 1.743 -0.098 -0.611
O 1.779 1.373 -0.762
C 3.399 -0.670 -1.126
C 4.062 -1.581 -0.326
C 5.318 -2.029 -0.698
C 5.918 -1.570 -1.864
C 7.276 -2.054 -2.272
C 5.230 -0.657 -2.658
C 3.977 -0.203 -2.292
H -6.274 5.212 -1.943
H -5.330 6.600 -1.377
H -6.116 5.538 -0.220
H -5.104 3.213 -2.447
H -3.054 1.826 -2.344
H -1.286 4.634 0.324
H -3.338 6.019 0.241
H -0.230 4.520 -2.361
H 0.800 5.080 -4.539
H 1.998 4.386 -6.509
H 3.027 2.615 -7.891
H 2.942 0.268 -7.136
H 1.827 -0.326 -5.052
H -1.341 0.891 -4.979
H -2.575 -0.397 -6.650
H -2.367 -2.858 -6.744
H -0.961 -4.035 -5.096
H 0.509 -3.984 -3.157
H 1.511 -2.702 -1.280
H 3.598 -1.930 0.585
H 5.841 -2.736 -0.073
H 7.814 -2.477 -1.428
H 7.866 -1.240 -2.687
H 7.180 -2.823 -3.038
H 5.685 -0.297 -3.569
H 3.447 0.518 -2.896
F -1.970 -4.277 -2.233
B -2.671 -3.179 -1.836
F -3.702 -3.496 -1.002
F -3.083 -2.418 -2.883
F -1.723 -2.338 -1.041
C -0.993 -1.890 5.848
C -0.362 -1.860 4.461
C 1.012 -1.178 4.490
C -0.129 -3.288 3.970
P -1.394 -0.978 3.107
N -0.471 -0.930 1.842
C -3.018 -1.949 2.686
C -3.754 -1.101 1.645
C -3.961 -2.279 3.839
C -2.599 -3.253 2.000
C -1.849 0.821 3.670
C -3.122 0.916 4.510
C -0.689 1.434 4.457
C -1.979 1.638 2.384
H -0.282 -2.326 6.551
H -1.893 -2.499 5.858
H -1.254 -0.898 6.206
H 1.782 -1.910 4.726
H 1.075 -0.391 5.235
H 1.238 -0.767 3.508
H 0.593 -3.778 4.621
H 0.275 -3.268 2.960
H -1.040 -3.874 3.978
H -4.212 -0.214 2.073
H -4.549 -1.686 1.181
H -3.065 -0.802 0.845
H -4.316 -1.402 4.368
H -3.492 -2.947 4.557
H -4.826 -2.794 3.422
H -1.647 -3.118 1.480
H -3.329 -3.534 1.246
H -2.526 -4.082 2.698
H -3.101 0.225 5.349
H -4.012 0.718 3.919
H -3.209 1.928 4.910
H -0.562 0.973 5.431
H -0.893 2.493 4.620
H 0.236 1.357 3.891
H -2.803 1.307 1.762
H -1.062 1.540 1.804
H -2.133 2.692 2.616
```

Computed properties:
Calculated total energy ... -134285.6757 eV
LUMO (spin up / spin down) ... -0.0034 / -0.0047 Eh
Energy above the lowest of the compared OMol25 structures with the same formula, charge and spin ... 0.4456 eV
HOMO (spin up / spin down) ... -0.285 / -0.289 Eh
Multiplicity ... 4
Total charge ... 0
HOMO-LUMO gap (spin up / spin down) ... 7.67 / 7.73 eV